[1]
Entry from the Open Molecules 2025 dataset: 2 unconnected molecules or ions with the total composition C3H12N2S in a non-equilibrium geometry (ωB97M-V with the def2-TZVPD basis set).

The geometry in ORCA input format:
```
! wB97M-V def2-TZVPD RIJCOSX def2/J DEFGRID3
* xyz 0 1
H -2.05 -1.75 0.13
H -3.16 -0.91 2.50
N -2.26 0.37 0.34
H 1.16 -0.55 -2.45
N -2.51 -1.55 2.03
C 2.48 1.28 0.19
H 1.37 1.51 0.40
H 3.00 2.14 -0.28
C 2.04 0.09 -2.19
C -1.81 -0.94 0.84
H 2.84 -0.05 -2.88
H -2.95 -2.34 1.71
H 2.98 1.20 1.16
H -2.22 1.21 0.90
H -2.41 0.44 -0.69
H -0.73 -0.88 0.91
H 1.56 1.06 -2.08
S 2.69 -0.34 -0.55
*
```

Computed properties:
lowest unoccupied orbital energy	0.92	eV
energy above the lowest of the compared OMol25 structures with the same formula, charge and spin	115.2	kJ/mol
Kohn-Sham gap	9.4	eV
energy	-17119.6525	eV

Results of the Löwdin charge analysis, in e, for atoms 1 through 8: H 0.105; H 0.064; N -0.029; H 0.034; N -0.008; C -0.485; H 0.057; H 0.045

---

[2]
Entry from the Open Molecules 2025 dataset: C4H8O2 in the gas phase (ωB97M-V with the def2-TZVPD basis set).

The geometry in ORCA input format:
```
! wB97M-V def2-TZVPD RIJCOSX def2/J DEFGRID3
* xyz 0 1
H 1.72 -0.89 1.52
C 2.11 -0.06 0.89
H -2.39 -1.08 -1.43
H -0.34 -1.49 -0.03
C -2.08 -0.37 -0.66
H -2.32 0.64 -1.00
O 3.28 0.01 0.59
O -0.24 0.49 0.58
H -2.66 -0.57 0.25
H 1.17 1.84 1.11
C -0.60 -0.48 -0.39
H -0.02 -0.30 -1.31
C 1.07 0.96 0.46
H 1.30 1.29 -0.57
*
```

Computed properties:
lowest unoccupied orbital energy	1.01	eV
energy above the lowest of the compared OMol25 structures with the same formula, charge and spin	154.1	kJ/mol
Kohn-Sham gap	10.7	eV
energy	-8371.6841	eV

Results of the Löwdin charge analysis, in e, for atoms 1 through 8: H 0.132; C -0.230; H 0.078; H 0.120; C -0.073; H 0.079; O 0.055; O -0.157

---

[3]
Entry from the Open Molecules 2025 dataset: 2 unconnected molecules or ions with the total composition C3H9ClOSi in a non-equilibrium geometry (ωB97M-V with the def2-TZVPD basis set).

The geometry in ORCA input format:
```
! wB97M-V def2-TZVPD RIJCOSX def2/J DEFGRID3
* xyz 0 1
C 0.62 0.98 -1.67
H 2.38 2.32 0.74
H 3.11 1.58 -0.34
Cl 1.10 -2.23 -1.10
H -1.89 -2.36 0.59
H 0.20 1.94 -1.68
H 1.43 0.74 -2.26
H -0.23 -0.99 1.64
H -2.89 -0.72 -0.06
C -2.17 -1.29 0.71
Si 0.23 -0.46 -0.74
H -1.10 0.54 1.17
C -0.87 -0.43 0.88
O 2.90 1.49 0.54
H -2.80 -1.09 1.59
*
```

Computed properties:
lowest unoccupied orbital energy	0.44	eV
energy above the lowest of the compared OMol25 structures with the same formula, charge and spin	422.6	kJ/mol
Kohn-Sham gap	8.5	eV
energy	-25703.4137	eV

Results of the Löwdin charge analysis, in e, for atoms 1 through 8: C -0.236; H 0.079; H -0.039; Cl 0.333; H 0.067; H -0.046; H -0.086; H 0.078

---

[4]
Entry from the Open Molecules 2025 dataset: C4H3NO in the gas phase in a non-equilibrium geometry (ωB97M-V with the def2-TZVPD basis set).

The geometry in ORCA input format:
```
! wB97M-V def2-TZVPD RIJCOSX def2/J DEFGRID3
* xyz 0 1
O -0.44 -1.79 0.26
H -1.53 1.24 -0.34
C 0.51 0.52 -0.07
C -1.22 -0.89 -0.03
N 1.86 0.71 0.09
C 1.38 -0.63 0.16
C -0.78 0.45 -0.13
H -2.35 -0.96 -0.22
H 2.57 1.36 0.28
*
```

Computed properties:
lowest unoccupied orbital energy	-0.10	eV
energy above the lowest of the compared OMol25 structures with the same formula, charge and spin	487.6	kJ/mol
Kohn-Sham gap	8.6	eV
energy	-7727.6903	eV

Results of the Löwdin charge analysis, in e, for atoms 1 through 8: O -0.046; H 0.109; C -0.274; C -0.284; N 0.144; C 0.184; C -0.083; H 0.132

---

[5]
Entry from the Open Molecules 2025 dataset: 3 unconnected molecules or ions with the total composition C15H27IO6 in a non-equilibrium geometry (ωB97M-V with the def2-TZVPD basis set).

The geometry in ORCA input format:
```
! wB97M-V def2-TZVPD RIJCOSX def2/J DEFGRID3
* xyz 0 1
C -1.27 -0.52 4.74
H 7.01 0.22 -4.41
C 3.48 0.09 -3.74
C 3.40 -1.37 -4.06
C -0.41 3.31 -0.63
H -0.75 0.67 2.82
C -5.20 -1.32 4.05
H 0.36 0.50 -2.35
H 3.67 -1.52 -5.11
H -0.85 4.08 0.01
H -4.84 -2.54 2.20
C -0.43 0.87 -0.41
C -4.92 -1.44 2.48
C -2.27 -0.91 2.58
H 6.11 -1.28 -4.59
C 0.73 0.75 -1.35
C -0.76 3.62 -2.07
C 5.71 -0.21 -2.74
H 1.39 -0.04 -1.00
H 5.33 -1.05 -2.16
H -1.84 3.63 -2.22
H -2.82 -3.12 3.19
H -3.64 -0.68 0.83
O 2.56 0.84 -3.98
H 7.48 -1.21 -3.47
H 4.03 -2.00 -3.43
H -2.32 1.22 3.50
C -1.65 0.31 3.42
H -0.36 4.60 -2.36
H -1.61 -0.97 1.65
H -0.35 2.87 -2.75
O -0.58 0.02 5.62
H -1.02 -2.69 2.95
C -3.71 -0.54 1.96
H 0.66 3.32 -0.44
H 2.38 -1.70 -3.90
O -1.78 -1.85 4.70
C 6.63 -0.65 -3.86
H 6.27 0.42 -2.05
H -4.31 -0.99 4.66
H -3.92 0.57 2.17
H -6.15 -0.73 4.30
O -0.90 -0.12 0.12
C -2.03 -2.30 3.31
O -1.00 2.07 -0.22
H -5.86 -1.05 1.95
I -5.64 -3.37 4.78
H 1.35 1.65 -1.41
O 4.63 0.59 -3.25
*
```

Computed properties:
lowest unoccupied orbital energy	0.42	eV
energy above the lowest of the compared OMol25 structures with the same formula, charge and spin	214.5	kJ/mol
Kohn-Sham gap	9.5	eV
energy	-36376.8132	eV

Results of the Löwdin charge analysis, in e, for atoms 1 through 8: C -0.358; H 0.086; C -0.528; C 0.012; C -0.225; H 0.121; C -0.570; H 0.099

---

[6]
Entry from the Open Molecules 2025 dataset: C16H16N4O3S in the gas phase in a non-equilibrium geometry (ωB97M-V with the def2-TZVPD basis set).

The geometry in ORCA input format:
```
! wB97M-V def2-TZVPD RIJCOSX def2/J DEFGRID3
* xyz 0 1
H -0.78 -5.16 -3.15
C -0.81 -2.06 -0.42
C 1.72 -1.87 2.07
C -0.20 2.20 1.54
H -0.93 5.85 -2.30
H 0.44 6.08 -0.22
C 0.21 5.09 -0.64
C 3.38 -1.03 3.30
S -1.91 -1.39 -1.58
C 0.69 -2.19 1.13
H -0.40 2.75 2.44
C -2.90 -2.87 -1.97
O 2.11 -2.82 2.94
N -1.29 -4.57 -2.52
C -1.07 5.16 -1.47
C 3.10 -2.31 3.68
H 0.53 0.29 -1.72
H -3.07 -3.41 -1.04
C 0.07 2.92 0.37
H -3.84 -2.49 -2.37
N 0.01 -1.28 0.35
C -0.21 0.82 1.54
N -0.64 -3.32 -0.12
H 0.55 2.72 -1.73
C 0.05 0.13 0.36
C 2.49 -0.74 2.25
H -0.43 0.28 2.45
H -0.98 -4.46 -1.56
H 1.06 4.77 -1.25
C -2.24 -3.76 -3.02
O -2.57 -3.74 -4.19
C 0.33 2.21 -0.80
C 0.32 0.83 -0.80
O 0.07 4.26 0.50
N 0.29 -3.40 0.83
H 2.42 0.17 1.69
H -1.33 4.18 -1.86
H 3.53 -2.94 4.44
H -1.89 5.51 -0.85
H 4.13 -0.38 3.70
*
```

Computed properties:
lowest unoccupied orbital energy	0.51	eV
energy above the lowest of the compared OMol25 structures with the same formula, charge and spin	229.2	kJ/mol
Kohn-Sham gap	8.7	eV
energy	-39789.3712	eV

Results of the Löwdin charge analysis, in e, for atoms 1 through 8: H 0.114; C -0.589; C -0.208; C 0.018; H 0.079; H 0.124; C -0.241; C -0.051

---

[7]
Entry from the Open Molecules 2025 dataset: a molecular structure, C36H26Cl3N4O4S5V in a non-equilibrium geometry (ωB97M-V with the def2-TZVPD basis set).

The geometry in ORCA input format:
```
! wB97M-V def2-TZVPD RIJCOSX def2/J DEFGRID3
* xyz -1 4
H 18.66 18.25 7.14
C 16.84 8.70 5.62
C 16.97 18.13 8.43
O 7.59 15.29 10.22
O 18.92 9.26 6.79
C 17.61 10.34 13.55
C 14.34 11.35 9.64
H 18.50 9.92 4.87
Cl 21.08 9.70 9.05
C 16.75 16.07 9.72
H 17.16 9.56 14.19
H 14.57 19.54 9.17
H 18.33 14.66 9.25
C 17.95 15.65 9.09
S 12.37 13.67 8.05
C 18.71 16.48 8.29
N 14.83 12.47 9.00
O 15.60 18.16 10.36
C 15.24 10.34 9.56
S 9.99 16.42 10.44
C 21.60 13.47 7.91
C 15.79 9.55 5.34
C 15.01 7.49 6.39
C 21.62 12.28 8.60
C 18.32 9.03 5.49
C 15.05 13.44 12.34
C 18.92 10.26 13.14
C 16.33 17.44 9.47
C 15.55 11.60 13.78
C 11.20 14.44 9.11
H 20.62 14.60 6.40
N 16.31 10.82 8.77
C 18.78 12.53 12.19
C 18.42 10.54 7.35
Cl 22.85 14.64 8.24
H 14.74 19.99 10.89
C 18.15 17.66 7.88
H 17.04 6.66 6.46
H 15.25 10.89 14.57
N 16.02 15.12 10.39
C 19.56 12.74 6.82
C 17.66 10.19 8.65
C 16.44 13.49 11.94
H 15.22 9.32 9.98
C 20.66 11.28 8.40
H 16.12 20.15 9.77
S 9.58 13.74 9.25
H 16.61 19.09 8.19
C 19.50 11.34 12.46
C 16.83 11.45 13.23
H 20.51 11.35 12.12
H 19.69 16.14 7.96
H 17.70 10.95 6.62
C 16.00 12.13 8.51
H 17.54 9.11 8.71
S 12.94 16.30 10.19
H 13.63 12.62 13.70
V 14.25 14.34 9.80
H 18.78 12.99 6.10
H 19.22 13.41 11.73
S 14.27 8.98 5.93
C 17.41 12.52 12.44
H 18.27 10.58 9.48
C 11.41 15.60 9.85
C 19.55 11.53 7.52
C 20.58 13.68 7.00
H 19.55 9.41 13.32
C 15.24 19.54 10.03
N 16.87 14.19 10.88
H 13.36 11.39 10.11
C 8.77 15.13 10.00
O 14.01 13.96 11.73
H 16.62 12.76 7.91
H 18.89 8.20 5.00
Cl 15.86 11.05 4.53
C 14.69 12.59 13.39
H 22.42 12.12 9.36
H 14.43 6.70 6.88
C 16.36 7.46 6.17
*
```

Computed properties:
⟨S²⟩	3.82
lowest unoccupied orbital energy (spin up / spin down)	1.89 / 1.89	eV
energy above the lowest of the compared OMol25 structures with the same formula, charge and spin	158.0	kJ/mol
Kohn-Sham gap (spin up / spin down)	5.3 / 5.6	eV
energy	-169336.1936	eV

Results of the Löwdin charge analysis, in e, for atoms 1 through 8: H 0.091; C -0.318; C -0.045; O -0.103; O -0.141; C -0.061; C -0.131; H 0.112

---

[8]
Entry from the Open Molecules 2025 dataset: a molecular structure, C2Br4O in a non-equilibrium geometry (ωB97M-V with the def2-TZVPD basis set).

The geometry in ORCA input format:
```
! wB97M-V def2-TZVPD RIJCOSX def2/J DEFGRID3
* xyz 0 1
C 0.52 -0.25 0.07
Br -2.31 -0.36 0.03
Br 0.44 -1.45 1.59
O -0.57 1.91 -0.11
C -0.67 0.72 -0.03
Br 2.16 0.79 0.04
Br 0.43 -1.36 -1.59
*
```

Computed properties:
lowest unoccupied orbital energy	-0.65	eV
energy above the lowest of the compared OMol25 structures with the same formula, charge and spin	0.0	kJ/mol
Kohn-Sham gap	9.9	eV
energy	-284290.5202	eV

Atom-resolved charges from Löwdin, all expressed in e: C -1.639; Br 0.657; Br 0.643; O 0.036; C -0.969; Br 0.677; Br 0.595

---

[9]
Entry from the Open Molecules 2025 dataset: a molecular structure, C5H9N2 in a non-equilibrium geometry (ωB97M-V with the def2-TZVPD basis set).

The geometry in ORCA input format:
```
! wB97M-V def2-TZVPD RIJCOSX def2/J DEFGRID3
* xyz 1 1
H 0.74 -1.23 -1.34
C 0.39 0.94 -1.13
N -0.84 1.29 -0.49
H 2.69 -0.79 0.48
H 1.13 1.54 -0.79
H 1.45 0.24 1.32
C 1.65 -0.69 0.62
H -1.23 2.23 -0.48
C 0.65 -0.54 -0.59
C -1.38 0.24 -0.08
H 1.29 -1.63 1.03
H -2.61 -1.19 0.77
C -1.89 -0.42 1.06
N -0.72 -0.92 -0.29
H 0.43 0.90 -2.17
H -1.76 0.03 2.09
*
```

Computed properties:
lowest unoccupied orbital energy	-4.67	eV
energy above the lowest of the compared OMol25 structures with the same formula, charge and spin	501.9	kJ/mol
Kohn-Sham gap	10.3	eV
energy	-8300.5303	eV

Results of the Löwdin charge analysis, in e, for atoms 1 through 8: H 0.118; C -0.040; N 0.154; H 0.066; H 0.098; H 0.134; C 0.012; H 0.203

---

[10]
Entry from the Open Molecules 2025 dataset: a molecular structure, ClH2NO3S in a non-equilibrium geometry (ωB97M-V with the def2-TZVPD basis set).

The geometry in ORCA input format:
```
! wB97M-V def2-TZVPD RIJCOSX def2/J DEFGRID3
* xyz 0 1
N -0.96 -0.59 0.23
O -1.86 0.29 -0.29
O 1.28 1.29 0.97
O 1.14 0.58 -1.37
H -2.07 -0.06 -1.17
H -0.99 -0.47 1.24
S 1.06 0.25 0.01
Cl 2.39 -1.29 0.38
*
```

Computed properties:
lowest unoccupied orbital energy (spin up / spin down)	-1.55 / -1.55	eV
energy above the lowest of the compared OMol25 structures with the same formula, charge and spin	40.7	kJ/mol
Kohn-Sham gap (spin up / spin down)	8.6 / 8.6	eV
energy	-31019.1041	eV

Atom-resolved charges from Löwdin, all expressed in e: N -0.073; O -0.071; O -0.373; O -0.378; H 0.120; H 0.076; S 0.380; Cl 0.319

---

[11]
Entry from the Open Molecules 2025 dataset: C28H24FN5O4S in the gas phase in a non-equilibrium geometry (ωB97M-V with the def2-TZVPD basis set).

The geometry in ORCA input format:
```
! wB97M-V def2-TZVPD RIJCOSX def2/J DEFGRID3
* xyz 0 1
C 1.91 -0.38 2.10
C 1.17 1.73 0.46
C -4.75 2.66 -1.77
H -0.41 0.46 -0.21
H 5.33 2.32 -1.52
C -5.89 1.57 0.06
C 2.30 1.84 1.28
H -6.83 -0.89 0.72
H -4.34 -0.70 -1.90
C 0.83 -2.48 -0.19
H 2.20 -1.21 2.72
H 3.08 3.02 -1.81
C 6.22 -0.41 0.26
C 6.30 0.85 -0.31
C 5.25 1.34 -1.08
N -3.19 -2.04 -0.11
H 4.55 3.97 2.05
O 3.02 0.95 -2.01
N -2.11 -1.33 1.74
H 0.59 -2.80 -3.36
C 4.03 -0.70 -0.67
H 2.16 -0.86 -1.39
C 2.33 -2.42 -0.10
H 7.18 1.46 -0.17
F -5.95 3.90 -0.18
O 2.99 -3.16 0.60
C 0.78 -3.45 -2.50
C 0.19 -1.88 1.05
C -5.53 2.70 -0.63
C 3.13 3.06 1.19
H -1.77 -3.17 -2.07
C 0.15 -2.87 -1.27
H -4.48 3.57 -2.28
C -1.89 -2.24 -0.25
N 2.83 -1.39 -0.85
O 4.03 3.16 2.17
C 4.12 0.57 -1.27
C -5.47 0.33 -0.41
H 7.04 -0.78 0.85
H 0.89 2.56 -0.16
H 3.52 0.88 2.75
C 5.09 -1.18 0.08
C 0.45 0.55 0.44
C 0.83 -0.52 1.24
C -5.81 -0.91 0.35
H 5.01 -2.16 0.53
H 1.85 -3.56 -2.36
H -6.49 1.64 0.95
H -5.62 -1.81 -0.23
C 2.65 0.78 2.11
H 3.82 2.36 -3.30
C -4.32 1.42 -2.22
H -3.71 1.36 -3.11
H 2.05 2.32 -3.09
S -4.77 -1.03 1.87
N -1.24 -2.76 -1.31
C 3.01 2.24 -2.58
C -3.27 -1.48 1.13
H 0.41 -2.51 1.93
N -1.23 -1.82 0.84
H 0.35 -4.43 -2.71
O 3.03 3.88 0.31
C -4.68 0.27 -1.55
*
```

Computed properties:
lowest unoccupied orbital energy	0.21	eV
Kohn-Sham gap	8.4	eV
energy	-58620.2861	eV

Results of the Löwdin charge analysis, in e, for atoms 1 through 8: C -0.007; C 0.006; C -0.017; H 0.125; H 0.110; C 0.023; C -0.133; H 0.080

---

[12]
Entry from the Open Molecules 2025 dataset: 6 unconnected molecules or ions with the total composition C20H45N5O14 (ωB97M-V with the def2-TZVPD basis set).

The geometry in ORCA input format:
```
! wB97M-V def2-TZVPD RIJCOSX def2/J DEFGRID3
* xyz 0 1
H -0.06 -5.58 0.22
H -5.84 3.86 0.36
H 0.64 0.30 -1.22
H 7.56 1.43 -0.59
H 1.40 2.48 -1.52
H 2.87 -3.73 -1.32
H -0.21 -1.87 2.01
O 1.13 -3.01 -2.04
H 3.29 0.74 -1.44
H -0.51 -4.13 2.02
C 1.35 2.19 -0.46
H -5.02 6.10 -4.91
H 8.84 0.63 -1.52
C 8.48 0.86 -0.52
C -3.64 -0.20 1.33
H 3.30 3.04 -0.26
H -0.46 0.76 2.04
H -1.97 1.62 1.82
H -0.53 -4.40 -1.02
H -2.07 -0.85 2.61
O -6.93 7.90 -3.45
C 2.79 2.14 0.08
C -0.57 -2.20 1.03
C 5.15 -2.23 -2.82
C -2.17 -0.49 1.57
H -4.99 -5.80 2.45
H -5.68 -0.92 2.80
H 2.77 2.20 1.17
H -6.19 -2.22 1.70
H -6.38 5.09 -4.35
H -4.63 -4.21 3.19
N 6.16 -1.32 -2.24
O -4.39 -1.41 1.25
C 0.54 0.89 -0.30
H -3.76 0.37 0.39
C 3.50 -0.40 0.36
N -6.20 6.94 -3.41
O -1.79 -1.55 0.71
O 6.38 -0.29 -2.84
C -0.96 1.14 -0.05
O 1.34 -4.17 -0.12
H 0.96 0.30 0.51
H -5.44 4.17 -1.36
H 3.80 0.66 2.26
H -4.01 0.41 2.16
C -5.16 4.34 -0.33
H -3.68 -4.79 1.79
H 2.34 -0.31 2.22
C 3.61 0.93 -0.41
H 3.90 -1.10 2.39
O -5.54 6.61 -2.44
C -0.79 -3.72 1.04
O -2.92 4.17 -0.84
O -3.68 2.89 0.71
O -2.70 -6.72 3.18
H 4.21 -1.68 -2.88
H -1.55 0.50 -0.72
N -3.25 -5.73 3.60
H -6.70 6.52 -5.40
C -6.07 6.10 -4.63
C -0.06 -4.52 -0.04
N -3.81 3.75 -0.14
H -1.21 2.18 -0.28
H 0.19 -1.93 0.29
C -1.35 0.81 1.41
C -4.22 -5.07 2.69
H 5.48 -2.50 -3.82
H -1.86 -3.89 0.93
H 4.40 -0.98 0.14
O 9.74 2.80 -0.44
H 4.66 1.21 -0.47
H 2.67 -0.99 -0.02
H -5.08 5.41 -0.15
H -6.28 -0.53 1.16
O -3.08 -5.24 4.70
H 5.07 -3.10 -2.18
H 8.37 -0.03 0.09
H 0.82 3.01 0.04
O 10.00 1.37 1.16
N 9.49 1.75 0.12
C -5.69 -1.25 1.75
C 1.79 -3.59 -1.23
O 6.70 -1.65 -1.20
C 3.38 -0.28 1.89
*
```

Computed properties:
lowest unoccupied orbital energy	-0.15	eV
energy above the lowest of the compared OMol25 structures with the same formula, charge and spin	0.0	kJ/mol
Kohn-Sham gap	9.5	eV
energy	-57570.1190	eV

Results of the Löwdin charge analysis, in e, for atoms 1 through 8: H 0.128; H 0.095; H 0.114; H 0.092; H 0.113; H 0.129; H 0.128; O 0.072